No. 1
The following is a quantum chemistry calculation of C4H8N2O2 in the gas phase at a distorted geometry, from the Open Molecules 2025 dataset.

Last column: Mulliken charge in e.
CARTESIAN COORDINATES (ANGSTROEM)
C 1.17199 -1.97582 -0.19300  -0.8873
N 0.79312 -1.00606 -1.23142  -0.3676
N 0.44457 0.22673 -1.03727  -0.1504
C -0.21523 0.70327 -0.07737  0.6122
C -0.81248 -0.12014 1.05659  -0.7756
C -0.47909 2.15005 -0.27154  0.3640
O -0.03621 2.81552 -1.19107  -0.5640
O -1.38678 2.54655 0.66365  -0.4190
H 0.34076 -2.46882 0.29909  0.3280
H 1.64941 -2.75186 -0.85362  0.3422
H 1.98108 -1.58656 0.51247  0.2579
H 1.13719 -1.08854 -2.12801  0.2608
H -0.49545 0.28180 1.98778  0.2692
H -1.93960 -0.00348 0.99705  0.2459
H -0.57432 -1.15902 0.97525  0.1635
H -1.57897 3.43637 0.49141  0.3200

Output
Charge ... 0
ΔE to the lowest compared entry with this formula, charge and spin ... 64.11 kcal/mol
LUMO energy ... 0.8 eV
Kohn-Sham gap ... 9.3 eV
Structure (SMILES) ... CN/N=C(\C)C(=O)O
2S+1 ... 1
Energy ... -11351.3326 eV
Strongest force on any atom ... 2.90 eV/Å
HOMO ... -8.534 eV


No. 2
The following is a quantum chemistry calculation of C31H58BHfN6O6P2 as an isolated structure, from the Open Molecules 2025 dataset.

Last column: Mulliken charge in e.
CARTESIAN COORDINATES (ANGSTROEM)
Hf -1.23649 0.27644 0.99867  2.3012
C -0.69204 -2.89506 0.27528  -1.2131
C -2.10239 -3.41781 0.03805  1.3744
C -2.26877 -4.82959 0.60749  -1.7930
C -3.11016 -2.48891 0.63651  -0.0317
C -4.44513 -2.72869 0.91160  -1.7040
C -4.89581 -1.59883 1.57271  -0.3100
N -3.89445 -0.72804 1.68587  0.2228
N -2.77212 -1.25772 1.08982  0.5699
B -3.81285 0.50625 2.62413  0.1942
N -3.61286 1.80631 1.80845  0.1378
C -4.35209 2.90988 1.84898  -0.0583
C -3.73462 3.89670 1.09725  -1.4926
C -2.57035 3.33091 0.61619  -0.1004
N -2.49372 2.03816 1.03561  0.0000
C -1.56889 4.01566 -0.25794  0.6299
C -2.03127 3.98583 -1.71703  -1.1894
C -0.14804 3.48536 -0.09626  -1.7778
N -2.60429 0.32949 3.58039  0.1191
C -2.70922 0.32246 4.90826  -0.2037
C -1.45012 0.26817 5.46164  -1.4121
C -0.56434 0.24265 4.39628  -0.1324
N -1.25723 0.29510 3.21948  -0.1156
C 0.92046 0.16314 4.62481  0.6491
C 1.44431 1.52272 5.10416  -1.5098
C 1.77198 -0.36539 3.48614  -1.0367
H 0.05574 -3.59366 -0.09657  0.6892
H -0.50690 -1.95529 -0.25918  -0.0322
H -0.49131 -2.76767 1.34785  0.5367
H -2.29170 -3.46369 -1.04021  -0.1307
H -2.10783 -4.83231 1.68419  0.3778
H -3.25659 -5.23665 0.41135  0.4511
H -1.54249 -5.49709 0.14909  0.4601
H -5.00955 -3.61430 0.69178  0.5568
H -5.85733 -1.37837 2.00143  0.5611
H -4.81313 0.59074 3.25547  -0.0495
H -5.26585 2.92854 2.41509  0.5744
H -4.07476 4.90189 0.93545  0.5903
H -1.58228 5.05927 0.07052  0.5349
H -1.99885 2.97018 -2.11437  0.0687
H -3.04750 4.36054 -1.81818  0.5283
H -1.38607 4.61858 -2.32305  0.3390
H -0.01775 2.54730 -0.64480  0.0938
H 0.56786 4.19548 -0.50969  0.7499
H 0.12394 3.33351 0.95349  0.4234
H -3.67798 0.35158 5.37425  0.5297
H -1.19754 0.22936 6.50448  0.6117
H 1.00974 -0.54114 5.45771  0.5603
H 1.35938 2.26662 4.31096  0.3032
H 0.89818 1.88706 5.97029  0.4699
H 2.49351 1.43817 5.37899  0.3862
H 1.95841 0.41495 2.75541  0.0235
H 2.73963 -0.67526 3.87974  0.6011
H 1.32140 -1.23354 2.99673  -0.1758
C -1.90865 -1.44491 -4.63142  -1.4943
C -1.27886 -2.02743 -3.39283  1.3419
C -0.79570 -3.44518 -3.54459  -1.3996
O -0.05463 -1.22366 -3.03953  -0.0980
P -0.05372 0.11454 -2.27534  -0.2626
O -1.02521 0.06958 -1.09006  -1.7170
C 1.66526 0.29738 -1.71281  0.2428
P 1.95940 0.03387 0.04360  -0.1594
O 0.74219 0.64248 0.77269  -0.5392
O 3.22206 0.76332 0.50444  0.0606
C 4.49620 1.12224 -0.24071  0.8079
C 4.41627 2.58960 -0.57343  -1.2401
C 5.63125 0.76274 0.67970  -1.4435
O 1.99071 -1.48143 0.33435  0.3460
C 3.23578 -2.31756 0.53293  0.9891
C 2.84114 -3.50036 1.37688  -1.3430
C 3.78056 -2.68359 -0.82410  -1.3253
O -0.45147 1.32668 -3.13009  0.0789
C 0.12442 1.91428 -4.39740  0.4240
C 0.87574 0.88125 -5.19514  -1.0383
C 0.93730 3.12933 -4.02557  -1.1145
H -2.83264 -1.98671 -4.83572  0.4844
H -1.25730 -1.56082 -5.49678  0.3317
H -2.16536 -0.39492 -4.50389  0.3442
H -1.94124 -1.91624 -2.52997  -0.2677
H -0.01903 -3.50336 -4.30616  0.3801
H -1.62658 -4.07436 -3.86369  0.4358
H -0.40211 -3.84027 -2.61018  0.2580
H 1.97604 1.31523 -1.94620  -0.4351
H 2.27615 -0.39920 -2.28916  1.0988
H 4.49872 0.50098 -1.13936  0.1958
H 4.36173 3.18430 0.33626  0.3202
H 3.56065 2.82972 -1.20269  0.1332
H 5.31575 2.87770 -1.11650  0.4973
H 5.51747 1.26919 1.63569  0.3177
H 6.56554 1.09680 0.22961  0.4737
H 5.70902 -0.30924 0.84624  0.3526
H 3.92240 -1.67091 1.08303  -0.0836
H 2.21004 -4.19298 0.82412  0.3578
H 2.33278 -3.19196 2.28651  0.3068
H 3.74612 -4.03352 1.66706  0.4771
H 3.05702 -3.27091 -1.38830  0.2788
H 4.67938 -3.28671 -0.69756  0.5048
H 4.06362 -1.80883 -1.41028  0.2929
H -0.78783 2.20697 -4.91591  0.3783
H 1.76543 0.52697 -4.67374  0.2272
H 1.21548 1.35507 -6.11567  0.5118
H 0.25429 0.03071 -5.46726  0.1384
H 1.89854 2.86070 -3.58778  0.2250
H 0.39590 3.77898 -3.34487  0.0724
H 1.14807 3.69443 -4.93320  0.5247

Output
Charge ... +3
LUMO energy ... -8.2 eV
Kohn-Sham gap ... 8.6 eV
2S+1 ... 1
Energy ... -74863.5440 eV
Strongest force on any atom ... 0.75 eV/Å
HOMO ... -16.770 eV


No. 3
The following is a quantum chemistry calculation of C3H4Cl2S as an isolated structure at a distorted geometry, from the Open Molecules 2025 dataset.

Last column: Mulliken charge in e.
CARTESIAN COORDINATES (ANGSTROEM)
C 0.55553 0.06072 -0.60592  -0.4245
C -0.77689 -0.69148 -0.62239  -0.4870
C 0.52762 0.21429 0.87515  0.1484
S -0.63018 -1.04628 1.16998  0.0361
Cl -1.04061 2.07739 1.41352  -0.4169
Cl 1.81340 0.64139 1.86319  -0.0717
H 1.38335 -0.60641 -0.86483  0.2897
H 0.62902 0.96590 -1.20302  0.2492
H -1.62061 -0.02903 -0.79349  0.3105
H -0.84064 -1.58650 -1.23219  0.3662

Output
Charge ... 0
ΔE to the lowest compared entry with this formula, charge and spin ... 26.86 kcal/mol
LUMO energy ... -1.1 eV
Kohn-Sham gap ... 7.9 eV
2S+1 ... 1
Energy ... -39054.2129 eV
Strongest force on any atom ... 1.78 eV/Å
HOMO ... -9.063 eV


No. 4
The following is a quantum chemistry calculation of C5H7NO in the gas phase, from the Open Molecules 2025 dataset.

Last column: Mulliken charge in e.
CARTESIAN COORDINATES (ANGSTROEM)
C 0.01213 1.73774 0.10363  -0.7621
N 0.12975 0.42996 -0.59738  0.0199
C -1.07930 -0.37709 -0.64503  -0.8065
C -0.87468 -1.48378 0.09428  -0.1100
C 0.44594 -1.58397 0.64112  -0.7563
C 1.24193 -0.52948 0.26083  0.4849
O 2.34675 -0.05155 0.33863  -0.5842
H 0.67993 1.73081 0.96972  0.2742
H -1.02377 1.86684 0.42540  0.2939
H 0.31027 2.55692 -0.55485  0.3378
H 0.54914 0.56095 -1.51663  0.3130
H -1.94573 -0.02573 -1.18775  0.4434
H -1.64138 -2.23401 0.25489  0.4299
H 0.81175 -2.37661 1.27577  0.4221

Output
Charge ... 0
ΔE to the lowest compared entry with this formula, charge and spin ... 44.08 kcal/mol
LUMO energy ... 0.8 eV
Kohn-Sham gap ... 8.2 eV
Structure (SMILES) ... C[N@@H+]1C=CC=C1[O-]
2S+1 ... 1
Energy ... -8834.2913 eV
Strongest force on any atom ... 0.46 eV/Å
HOMO ... -7.370 eV


No. 5
The following is a quantum chemistry calculation of C8H28AsBe2F6O10 as an isolated structure at a distorted geometry, from the Open Molecules 2025 dataset.

Last column: Mulliken charge in e.
CARTESIAN COORDINATES (ANGSTROEM)
Be 3.34121 -3.29028 1.18017  0.9619
Be -1.96355 0.43566 3.99352  0.9320
C 0.36640 -0.50273 0.64141  0.8979
O 1.03996 -0.91259 -0.31740  -0.3622
O -0.46033 0.41275 0.60221  -0.3607
O 0.58005 -1.00740 1.77103  -0.3659
As 4.93216 0.15328 5.58633  1.9732
F 4.32285 1.30564 4.38989  -0.4782
F 5.27171 1.50373 6.67459  -0.4672
F 5.60974 -1.07653 6.66543  -0.4551
F 4.55523 -1.11214 4.38576  -0.5153
F 6.61146 0.22368 4.86646  -0.4832
F 3.37353 -0.02027 6.45710  -0.4916
C 0.57164 1.72079 -4.47321  -0.5033
O 1.61909 0.82114 -4.17694  -0.4576
H -0.39949 1.22584 -4.46797  0.2086
H 0.44672 2.57069 -3.80227  0.2025
H 0.63657 2.14246 -5.47625  0.2933
H 1.43779 0.43760 -3.31576  0.2627
C -4.54375 0.98372 -3.15563  -0.4672
O -4.20370 0.83067 -1.78825  -0.4581
H -3.98262 1.82425 -3.56396  0.2341
H -4.31656 0.03201 -3.63599  0.2259
H -5.62383 1.08642 -3.26054  0.2345
H -3.26523 0.67554 -1.65852  0.2734
C 0.24803 5.38619 -0.24395  -0.5633
O -0.69358 4.50557 -0.64886  -0.4321
H 0.33802 5.37997 0.84231  0.2559
H 1.21601 5.08291 -0.64285  0.2662
H -0.01781 6.39360 -0.56418  0.2503
H -0.41614 3.62204 -0.39588  0.2902
C 4.74145 -3.41046 -3.41279  -0.5153
O 4.92283 -4.15533 -2.18863  -0.4969
H 5.67575 -3.31345 -3.96576  0.2857
H 3.96343 -3.85964 -4.03007  0.2575
H 4.37183 -2.40478 -3.21260  0.1887
H 5.30745 -4.98344 -2.48511  0.3089
C -0.83242 -3.51098 -4.12663  -0.5663
O -1.21212 -3.30764 -2.84366  -0.4479
H -0.66733 -2.57686 -4.66353  0.2384
H 0.02659 -4.18094 -4.16368  0.2511
H -1.63220 -4.02860 -4.65626  0.2477
H -0.58152 -2.65713 -2.52620  0.2938
C -2.29995 -4.35935 3.54560  -0.5550
O -2.42293 -3.32154 4.53223  -0.4985
H -1.60157 -5.12354 3.88674  0.2741
H -3.23249 -4.90466 3.40030  0.2905
H -2.10520 -4.05013 2.51868  0.2009
H -2.64717 -3.74106 5.36608  0.3035
C -4.66575 4.68194 2.95927  -0.5251
O -3.71329 3.70226 2.66465  -0.4664
H -4.93007 5.26666 2.07817  0.2729
H -5.55298 4.15618 3.31212  0.2069
H -4.24670 5.34154 3.71915  0.2356
H -3.29747 3.90686 1.82392  0.3134

Output
Charge ... +1
LUMO energy ... -10.9 eV
Kohn-Sham gap ... 1.9 eV
2S+1 ... 1
Energy ... -107146.5897 eV
Strongest force on any atom ... 2.95 eV/Å
HOMO ... -12.781 eV


No. 6
The following is a quantum chemistry calculation of C3H12KN6O3 as an isolated structure at a distorted geometry, from the Open Molecules 2025 dataset.

Last column: Mulliken charge in e.
CARTESIAN COORDINATES (ANGSTROEM)
K 2.14292 -0.84755 1.60655  0.9949
C 4.19674 4.41032 0.41895  0.6799
O 3.24028 3.92592 1.05624  -0.7320
N 4.22774 4.77641 -0.77101  -0.3557
N 5.29493 4.65930 0.99380  -0.3870
H 3.44988 4.51628 -1.36038  0.2243
H 4.92338 5.41583 -1.12785  0.1866
H 5.32235 4.39746 1.96889  0.2203
H 6.09704 5.05578 0.52526  0.1676
C -3.06837 -4.63052 3.62812  0.6140
O -2.49874 -3.91808 2.83867  -0.6440
N -4.28225 -5.18818 3.45257  -0.4011
N -2.55446 -5.11696 4.71250  -0.3397
H -4.77890 -4.87178 2.63200  0.1994
H -4.87164 -5.80226 3.99628  0.1761
H -1.62221 -4.86675 5.00984  0.2020
H -3.30815 -5.55365 5.22373  0.1938
C -1.08397 0.38930 -3.92766  0.6647
O -0.16825 0.21958 -3.15954  -0.6541
N -2.14598 -0.37029 -4.05802  -0.3329
N -1.12310 1.31522 -4.89425  -0.3751
H -2.30289 -1.23394 -3.55843  0.1997
H -2.76501 -0.03226 -4.78096  0.1437
H -1.91841 1.32762 -5.51670  0.1525
H -0.40293 2.02320 -4.90859  0.2022

Output
Charge ... +1
ΔE to the lowest compared entry with this formula, charge and spin ... 93.95 kcal/mol
LUMO energy ... -3.8 eV
Kohn-Sham gap ... 8.1 eV
2S+1 ... 1
Energy ... -34709.7561 eV
Strongest force on any atom ... 8.50 eV/Å
HOMO ... -11.886 eV


What is the strongest force on any atom in the second record? 0.75 eV/Å


Which value of 2S+1 does entry 4 give? 1


What did the fifth record say?
The following is a quantum chemistry calculation of C8H28AsBe2F6O10 as an isolated structure at a distorted geometry, from the Open Molecules 2025 dataset.

Last column: Mulliken charge in e.
CARTESIAN COORDINATES (ANGSTROEM)
Be 3.34121 -3.29028 1.18017  0.9619
Be -1.96355 0.43566 3.99352  0.9320
C 0.36640 -0.50273 0.64141  0.8979
O 1.03996 -0.91259 -0.31740  -0.3622
O -0.46033 0.41275 0.60221  -0.3607
O 0.58005 -1.00740 1.77103  -0.3659
As 4.93216 0.15328 5.58633  1.9732
F 4.32285 1.30564 4.38989  -0.4782
F 5.27171 1.50373 6.67459  -0.4672
F 5.60974 -1.07653 6.66543  -0.4551
F 4.55523 -1.11214 4.38576  -0.5153
F 6.61146 0.22368 4.86646  -0.4832
F 3.37353 -0.02027 6.45710  -0.4916
C 0.57164 1.72079 -4.47321  -0.5033
O 1.61909 0.82114 -4.17694  -0.4576
H -0.39949 1.22584 -4.46797  0.2086
H 0.44672 2.57069 -3.80227  0.2025
H 0.63657 2.14246 -5.47625  0.2933
H 1.43779 0.43760 -3.31576  0.2627
C -4.54375 0.98372 -3.15563  -0.4672
O -4.20370 0.83067 -1.78825  -0.4581
H -3.98262 1.82425 -3.56396  0.2341
H -4.31656 0.03201 -3.63599  0.2259
H -5.62383 1.08642 -3.26054  0.2345
H -3.26523 0.67554 -1.65852  0.2734
C 0.24803 5.38619 -0.24395  -0.5633
O -0.69358 4.50557 -0.64886  -0.4321
H 0.33802 5.37997 0.84231  0.2559
H 1.21601 5.08291 -0.64285  0.2662
H -0.01781 6.39360 -0.56418  0.2503
H -0.41614 3.62204 -0.39588  0.2902
C 4.74145 -3.41046 -3.41279  -0.5153
O 4.92283 -4.15533 -2.18863  -0.4969
H 5.67575 -3.31345 -3.96576  0.2857
H 3.96343 -3.85964 -4.03007  0.2575
H 4.37183 -2.40478 -3.21260  0.1887
H 5.30745 -4.98344 -2.48511  0.3089
C -0.83242 -3.51098 -4.12663  -0.5663
O -1.21212 -3.30764 -2.84366  -0.4479
H -0.66733 -2.57686 -4.66353  0.2384
H 0.02659 -4.18094 -4.16368  0.2511
H -1.63220 -4.02860 -4.65626  0.2477
H -0.58152 -2.65713 -2.52620  0.2938
C -2.29995 -4.35935 3.54560  -0.5550
O -2.42293 -3.32154 4.53223  -0.4985
H -1.60157 -5.12354 3.88674  0.2741
H -3.23249 -4.90466 3.40030  0.2905
H -2.10520 -4.05013 2.51868  0.2009
H -2.64717 -3.74106 5.36608  0.3035
C -4.66575 4.68194 2.95927  -0.5251
O -3.71329 3.70226 2.66465  -0.4664
H -4.93007 5.26666 2.07817  0.2729
H -5.55298 4.15618 3.31212  0.2069
H -4.24670 5.34154 3.71915  0.2356
H -3.29747 3.90686 1.82392  0.3134

Output
Charge ... +1
LUMO energy ... -10.9 eV
Kohn-Sham gap ... 1.9 eV
2S+1 ... 1
Energy ... -107146.5897 eV
Strongest force on any atom ... 2.95 eV/Å
HOMO ... -12.781 eV